[1]
A 2-piece molecular cluster, C6H8F5N overall at a distorted geometry, computed with ωB97M-V with the def2-TZVPD basis set.

Charge: 0
ΔE to the lowest compared entry with this formula, charge and spin, kcal/mol: 34.1
Calculated total energy, eV: -21426.679
SMILES: N[C@@H](F)[C@@H](F)C(F)(F)F.C=C=C
HOMO level, eV: -9.33
Frontier orbital gap, eV: 10.172

Each line ends with the Löwdin charge.
Geometry (Å):
1 N 3.1268 -0.6397 0.7960  0.13
2 C 2.8771 0.6921 0.4506  -0.33
3 F 3.4690 1.1055 -0.7945  -0.05
4 C 1.4042 1.0378 0.2162  -0.13
5 F 0.6131 -0.0944 0.5052  0.01
6 C 1.0557 2.0802 1.2288  -0.64
7 F -0.2088 2.5012 1.0980  0.16
8 F 1.2036 1.6161 2.4467  0.20
9 F 1.8227 3.1365 0.9768  0.17
10 H 2.7318 -1.1412 0.0985  0.04
11 H 4.1836 -0.8066 0.9286  0.15
12 H 3.2763 1.4865 1.0803  0.15
13 H 1.1057 1.3559 -0.6984  0.14
14 C -3.4877 1.6203 0.6034  -0.01
15 C -2.8405 0.7485 -0.0799  -0.21
16 C -2.4588 -0.1458 -0.9331  -0.02
17 H -4.5009 1.7657 0.3088  0.05
18 H -3.0994 2.1956 1.4456  0.06
19 H -2.1675 -1.2107 -0.5789  0.09
20 H -2.1370 -0.1508 -1.9478  0.04

Force components x, y, z for each atom (eV/Å):
N 3.441 2.616 2.594
C 0.349 1.535 -1.079
F 0.338 -0.480 -0.259
C -0.187 -2.843 3.596
F 0.228 0.534 -0.233
C -1.330 0.109 -0.991
F -0.350 -0.042 0.081
F 0.407 0.212 1.011
F 0.606 0.739 0.544
H -1.167 -2.771 -2.390
H -2.474 0.219 -0.476
H 0.358 -0.826 0.637
H -0.227 0.978 -3.019
C 0.031 0.889 1.194
C 0.248 -0.434 -1.328
C 1.499 -3.348 1.087
H -0.862 -0.023 0.280
H 0.116 0.018 -0.541
H -1.202 1.628 -0.045
H 0.177 1.288 -0.665

[2]
C6H8F6NO15S4Sr as an isolated structure at a distorted geometry, computed with ωB97M-V with the def2-TZVPD basis set.

Charge: -3
Calculated total energy, eV: -99033.599
HOMO level, eV: 4.01
Frontier orbital gap, eV: 1.447

Each line ends with the Löwdin charge.
Geometry (Å):
1 Sr -22.1827 15.2063 3.3629  1.55
2 S -23.9297 12.7042 4.6219  0.09
3 O -24.6056 13.3126 3.4658  -0.45
4 O -23.4611 11.4169 4.1560  -0.41
5 O -22.8374 13.5487 4.9886  -0.55
6 O -25.1538 12.9424 5.3887  -0.44
7 O -22.1503 12.6532 -0.2876  0.10
8 C -21.8867 13.3820 0.7830  -0.90
9 O -21.5154 14.5501 0.5869  -0.10
10 O -22.0259 12.9838 1.9416  -0.05
11 H -21.7349 13.1570 -0.9912  0.09
12 O -25.9693 17.1307 1.3895  0.03
13 C -25.4949 16.0803 2.1002  -0.89
14 O -26.2838 15.2588 2.6606  -0.05
15 O -24.3217 15.8714 2.1387  -0.10
16 H -25.2778 17.7934 1.3243  0.06
17 C -23.1465 19.6509 3.7202  -0.67
18 F -23.3472 19.5859 4.9929  0.17
19 F -24.2180 19.0486 3.2391  0.16
20 F -23.0262 20.9442 3.3199  0.11
21 S -21.6515 18.6560 3.1156  0.67
22 O -22.0916 18.1383 1.8289  -0.28
23 O -20.4807 19.5043 3.1075  -0.31
24 N -21.6424 17.3474 4.2098  -0.45
25 S -20.5635 17.6971 5.2464  0.56
26 O -19.1616 17.3909 4.9799  -0.32
27 O -20.8319 18.9424 5.9446  -0.33
28 C -21.0427 16.4103 6.6168  -0.63
29 F -22.3299 16.4803 6.7538  0.18
30 F -20.7988 15.2160 6.0609  0.09
31 F -20.3025 16.4667 7.7709  0.10
32 C -18.8559 16.7130 1.5402  -0.25
33 S -18.4978 15.3469 2.6611  0.89
34 O -19.7750 15.1660 3.4921  -0.70
35 C -18.5398 13.9301 1.5338  -0.24
36 H -18.9705 17.7011 1.9857  0.04
37 H -19.7360 16.5822 0.9106  0.06
38 H -17.9148 16.7683 0.9930  0.04
39 H -19.1486 14.1023 0.6462  0.04
40 H -18.9966 13.1476 2.1396  0.07
41 H -17.5301 13.6948 1.1973  0.03

Force components x, y, z for each atom (eV/Å):
Sr -3.094 -3.756 -1.920
S -6.689 1.004 -5.956
O 2.310 1.277 -4.387
O 0.856 -2.613 2.052
O 4.512 2.488 2.800
O -0.139 -2.533 6.578
O -0.156 -2.060 -1.645
C -0.157 1.379 3.953
O 1.434 2.761 -1.807
O 0.112 -1.796 -0.397
H -0.260 0.228 -0.222
O -1.425 1.822 -0.824
C -4.292 -4.930 2.843
O -1.193 2.947 -1.592
O 6.412 1.535 -0.474
H 0.457 -0.271 -0.104
C 0.164 -0.819 -0.577
F 0.728 0.786 2.025
F -0.354 0.495 -1.486
F -0.325 -0.778 0.056
S -0.922 -1.481 -1.608
O 0.501 0.550 1.530
O -0.599 -0.366 0.485
N 0.021 3.766 -2.515
S 3.096 -0.343 5.668
O -1.303 0.593 -0.342
O 0.214 0.214 -0.447
C 1.630 -0.641 -2.561
F -0.999 0.495 1.570
F 0.391 -0.146 0.432
F -1.263 0.521 -0.969
C 0.561 0.197 -0.507
S -2.609 0.177 1.130
O 2.288 -0.108 -0.969
C 0.139 0.363 -0.487
H 0.113 -0.364 0.861
H 0.064 -0.658 -0.054
H -0.054 0.053 -0.649
H -0.405 0.203 0.287
H 0.073 -0.063 -0.067
H 0.166 -0.128 0.296

[3]
An isolated ion of composition C6H8FN2O and charge +1 at a distorted geometry, computed with ωB97M-V with the def2-TZVPD basis set.

Charge: +1
Calculated total energy, eV: -14083.726
HOMO level (spin up / spin down), eV: -12.84 / -12.90
Frontier orbital gap (spin up / spin down), eV: 7.430 / 7.447

Each line ends with the Löwdin charge.
Geometry (Å):
1 C 4.0469 -0.4668 -0.0835  -0.05
2 C 3.2577 -1.5185 0.2540  -0.12
3 C 3.5646 0.8222 0.1555  0.00
4 C 1.2909 -0.3328 0.2724  -0.11
5 C -0.6418 0.1919 -0.9362  -0.10
6 C -2.0339 0.5370 -0.2330  -0.13
7 N 1.9600 -1.2889 0.4766  0.18
8 N 0.3231 0.4044 0.0724  0.10
9 O -1.7970 1.6576 0.6430  -0.06
10 F 3.6749 1.9238 -0.4722  0.16
11 H 5.1529 -0.4609 0.0242  0.15
12 H 3.7261 -2.5102 0.5973  0.17
13 H -0.5220 -0.7792 -1.3268  0.12
14 H -0.5378 0.7643 -1.8664  0.14
15 H -2.2188 -0.1906 0.4716  0.10
16 H -2.8306 0.8379 -0.9646  0.15
17 H 0.0808 1.2388 0.7059  0.21
18 H -2.0957 1.4314 1.4954  0.08

Force components x, y, z for each atom (eV/Å):
C 1.594 1.096 0.040
C 2.406 -2.108 0.888
C -2.311 0.279 1.194
C 1.352 0.456 1.430
C -2.855 1.013 -0.984
C 1.200 1.935 -1.342
N -0.093 -1.835 -0.442
N -0.913 3.210 0.794
O 1.030 0.860 -2.048
F 0.944 -0.486 -0.748
H -0.487 -0.524 -0.528
H -1.123 1.634 -0.801
H -0.462 -1.626 0.051
H 0.439 0.744 0.640
H -1.216 -2.464 0.556
H 0.740 -0.833 0.730
H 0.485 -1.107 -1.016
H -0.730 -0.245 1.585

[4]
One molecule with the formula C6H8FNO at a distorted geometry, computed with ωB97M-V with the def2-TZVPD basis set.

Charge: 0
ΔE to the lowest compared entry with this formula, charge and spin, kcal/mol: 66.0
Calculated total energy, eV: -12602.806
SMILES: CO/C=N/C=C\C=C/F
HOMO level, eV: -8.50
Frontier orbital gap, eV: 8.993

Each line ends with the Löwdin charge.
Geometry (Å):
1 C -2.6536 -0.2542 -0.3988  -0.13
2 O -1.7483 0.5400 0.2845  -0.09
3 C -0.4930 0.6075 -0.3133  -0.27
4 N 0.2455 1.5822 -0.0374  0.09
5 C 1.5929 1.5833 -0.1764  -0.15
6 C 2.2945 0.5217 0.2617  -0.11
7 C 1.5956 -0.5549 0.9302  -0.10
8 C 0.6116 -1.2889 0.3575  -0.17
9 F 0.6861 -1.7772 -0.9399  -0.03
10 H -3.4333 -0.5487 0.2653  0.07
11 H -2.1902 -1.2284 -0.7279  0.09
12 H -3.1216 0.1983 -1.3697  0.12
13 H -0.5044 0.1398 -1.2458  0.13
14 H 2.0637 2.5429 -0.3556  0.11
15 H 3.3926 0.6024 0.5154  0.12
16 H 1.8651 -0.7102 2.0405  0.14
17 H -0.2033 -1.9555 0.9095  0.17

Force components x, y, z for each atom (eV/Å):
C -0.458 -1.346 -2.662
O 1.347 0.770 -0.063
C -2.623 1.356 0.877
N 0.429 1.517 0.283
C -0.747 0.139 -0.064
C 2.129 -1.128 1.055
C 0.514 -0.884 0.844
C -0.989 -2.713 1.351
F -0.108 1.154 0.521
H -0.673 0.151 0.526
H -0.198 0.817 0.193
H 0.881 -0.349 1.766
H 0.633 -1.470 -1.324
H 0.024 -0.113 -0.123
H -1.362 0.239 -0.518
H -0.927 0.310 -1.706
H 2.128 1.549 -0.958

[5]
A 2-piece molecular cluster, C6H8FNO2 overall at a distorted geometry, computed with ωB97M-V with the def2-TZVPD basis set.

Charge: 0
ΔE to the lowest compared entry with this formula, charge and spin, kcal/mol: 21.8
Calculated total energy, eV: -14653.322
HOMO level, eV: -9.66
Frontier orbital gap, eV: 10.337

Each line ends with the Löwdin charge.
Geometry (Å):
1 C 2.2551 3.8655 -1.3114  -0.50
2 C -0.3486 0.2610 1.0047  -0.15
3 C -0.8077 -0.8058 0.0079  -0.16
4 C 0.3838 1.2995 0.1430  -0.15
5 C 0.2754 -0.7541 -1.0605  -0.14
6 C 0.9218 1.3731 -2.1706  0.07
7 N 0.5815 0.6635 -1.1546  -0.15
8 O 1.5862 4.5863 -1.8926  0.21
9 O 2.9335 3.1788 -0.6925  0.18
10 F 0.9595 0.4249 -3.3634  -0.16
11 H -1.1821 0.7040 1.5447  0.11
12 H 0.3347 -0.1767 1.7323  0.11
13 H -0.8940 -1.7911 0.4605  0.11
14 H -1.7707 -0.5381 -0.4283  0.12
15 H -0.1982 2.2124 0.0048  0.13
16 H 1.3505 1.5733 0.5720  0.11
17 H 1.1763 -1.2875 -0.7382  0.14
18 H -0.0370 -1.1395 -2.0298  0.12

Force components x, y, z for each atom (eV/Å):
C -0.071 -0.048 -0.031
C -0.052 -0.039 -0.049
C 0.106 0.027 0.031
C 0.072 0.654 0.705
C -0.241 -0.834 -0.300
C 0.113 -1.285 -2.682
N -0.003 -0.306 -0.205
O -0.947 1.113 -0.891
O 1.073 -0.976 0.901
F -0.024 1.688 2.490
H 0.037 0.014 0.066
H -0.003 0.025 0.012
H -0.040 -0.024 -0.027
H -0.004 -0.009 -0.025
H 0.065 -0.088 0.002
H -0.122 -0.013 -0.073
H -0.077 0.031 -0.044
H 0.117 0.071 0.120

[6]
A 2-piece molecular cluster, C6H8FNO4 overall at a distorted geometry, computed with ωB97M-V with the def2-TZVPD basis set.

Charge: 0
ΔE to the lowest compared entry with this formula, charge and spin, kcal/mol: 18.4
Calculated total energy, eV: -18746.645
SMILES: CO/C(O)=C(\F)C#N.COC=O
HOMO level, eV: -8.66
Frontier orbital gap, eV: 9.442

Each line ends with the Löwdin charge.
Geometry (Å):
1 C -3.6624 -0.4528 -0.1857  0.00
2 O -2.4065 -0.8640 -0.8110  -0.04
3 C -1.2047 -1.0752 -0.1573  -0.37
4 O -1.2297 -1.1436 1.1317  0.16
5 C -0.0744 -1.2294 -0.8814  -0.19
6 F 0.0044 -1.1242 -2.3019  0.02
7 C 1.1227 -1.5354 -0.2594  -0.20
8 N 2.0484 -1.8901 0.3224  0.19
9 H -3.4561 0.2836 0.5810  0.09
10 H -4.2011 -1.3768 0.0901  0.11
11 H -4.1498 0.0796 -0.9689  0.08
12 H -0.3975 -0.9099 1.5650  0.14
13 C 3.2101 1.2045 0.4964  -0.06
14 O 1.8113 0.9955 0.7591  -0.10
15 C 0.8946 1.6412 -0.0299  -0.31
16 O -0.2769 1.4826 0.1634  0.09
17 H 3.5038 2.1462 0.9152  0.08
18 H 3.4439 1.1592 -0.5587  0.09
19 H 3.7061 0.3582 0.9476  0.08
20 H 1.3139 2.2507 -0.8176  0.15

Force components x, y, z for each atom (eV/Å):
C 1.531 -0.777 0.073
O 1.839 -0.399 0.570
C -2.104 0.606 -2.854
O -0.734 0.003 1.804
C -0.554 0.103 -2.433
F -0.500 0.018 2.289
C 0.380 -0.746 0.135
N 0.623 -0.052 0.254
H -0.136 -0.342 0.601
H 0.127 0.784 0.266
H -0.562 0.106 -0.648
H 0.154 0.025 -0.250
C -0.587 -0.531 -0.145
O -0.845 0.923 -0.817
C 0.284 -1.112 1.443
O 0.359 0.489 -0.061
H 0.371 0.417 0.283
H -0.144 0.136 -0.389
H 0.169 0.000 0.301
H 0.328 0.349 -0.420